--- P ---
The following is a quantum chemistry calculation of an isolated molecule of C9H16N4O5, from OMol25.

```
34
Properties=species:S:1:pos:R:3
N 1.468 1.028 -2.023
C 1.813 1.283 -0.729
O 2.028 2.408 -0.303
C 2.062 0.042 0.116
C 1.607 0.188 1.617
C 0.211 0.693 1.825
N -0.774 0.225 0.819
C -1.224 -1.072 0.672
O -0.836 -2.010 1.347
C -2.259 -1.201 -0.525
N -2.512 0.090 -1.170
C -1.828 -2.352 -1.438
C -0.352 -2.279 -1.789
N 0.412 -3.300 -1.227
O 0.114 -1.471 -2.540
C 0.143 2.187 2.009
O 0.799 2.828 2.792
O -0.679 2.797 1.111
H 1.347 1.840 -2.623
H 1.078 0.154 -2.365
H 1.505 -0.751 -0.348
H 3.144 -0.169 0.092
H 1.744 -0.856 1.980
H 2.321 0.867 2.126
H -0.279 0.333 2.767
H -1.065 0.835 0.114
H -3.121 -1.590 0.036
H -3.202 0.607 -0.621
H -2.901 -0.103 -2.091
H -2.413 -2.391 -2.368
H -1.950 -3.249 -0.841
H 1.377 -3.325 -1.513
H 0.276 -3.582 -0.257
H -0.472 3.741 1.313
```

Calculated values
E_LUMO (eV): 0.5
Net charge: 0
M (Da): 260.250
Kohn-Sham gap (eV): 10.0
Multiplicity: 1
Structure (SMILES): NC(=O)CC[C@H](NC(=O)[C@@H](N)CC(N)=O)C(=O)O

Charges obtained by natural (NBO) population analysis, quoted in units of e: N -0.83; C 0.67; O -0.64; C -0.49; C -0.41; C -0.17; N -0.63; C 0.68; O -0.66; C -0.12; N -0.84; C -0.51; C 0.71; N -0.84; O -0.63; C 0.80; O -0.58; O -0.69; H 0.39; H 0.43; H 0.21; H 0.24; H 0.23; H 0.25; H 0.25; H 0.44; H 0.20; H 0.37; H 0.38; H 0.24; H 0.24; H 0.39; H 0.42; H 0.51



--- Q ---
The following is a quantum chemistry calculation of an isolated molecule of C9H16N4O5, from OMol25.

```
34
Properties=species:S:1:pos:R:3
N -2.498 -1.618 0.311
C -2.110 -1.189 -0.906
O -2.909 -0.750 -1.750
C -0.663 -1.278 -1.177
C -0.105 -0.094 -2.026
C -0.458 1.280 -1.426
N -0.206 1.282 -0.013
C 1.054 1.419 0.380
O 1.989 1.765 -0.304
C 1.275 0.988 1.827
N -0.099 0.578 2.399
C 2.309 -0.164 1.818
C 1.912 -1.393 1.084
N 2.649 -1.712 0.032
O 0.881 -2.101 1.443
C -1.865 1.876 -1.837
O -2.312 1.817 -2.975
O -2.472 2.542 -0.811
H -3.427 -1.810 0.489
H -1.839 -1.508 1.088
H -0.065 -1.539 -0.279
H -0.561 -2.179 -1.794
H 0.961 -0.178 -2.133
H -0.580 -0.122 -3.041
H 0.288 1.974 -1.830
H -0.818 0.853 0.638
H 1.551 1.873 2.424
H -0.322 1.101 3.271
H -0.018 -0.406 2.757
H 2.469 -0.562 2.927
H 3.263 0.272 1.407
H 2.379 -2.577 -0.520
H 3.586 -1.363 -0.137
H -3.239 2.921 -1.335
```

Calculated values
E_LUMO (eV): 0.4
Net charge: 0
M (Da): 260.250
Kohn-Sham gap (eV): 9.9
Multiplicity: 1
Structure (SMILES): NC(=O)CC[C@H](NC(=O)[C@@H](N)CC(N)=O)C(=O)O

Charges obtained by natural (NBO) population analysis, quoted in units of e: N -0.82; C 0.66; O -0.63; C -0.54; C -0.40; C -0.17; N -0.61; C 0.66; O -0.65; C -0.12; N -0.88; C -0.51; C 0.66; N -0.79; O -0.69; C 0.80; O -0.59; O -0.68; H 0.40; H 0.41; H 0.25; H 0.24; H 0.22; H 0.25; H 0.26; H 0.44; H 0.23; H 0.37; H 0.39; H 0.25; H 0.25; H 0.42; H 0.41; H 0.50



Stability verdict: P, ahead by 0.856 eV